The following is a DFT calculation (ωB97M-V/def2-TZVPD) of C11H23ClNO6P2Tm as an isolated structure at a distorted geometry.

Properties
expectation value of S²	2.00
lowest unoccupied orbital energy (alpha / beta)	-8.5 / -8.5	eV
highest occupied orbital energy (alpha / beta)	-15.71 / -15.74	eV
multiplicity	3
E_tot	-86161.58440	eV
charge	+2

Geometry (Å):
C 2.838 1.570 -2.425
H -2.298 -0.986 0.406
H -1.834 -0.664 -3.352
H 2.036 2.482 0.003
O 2.539 -3.252 1.131
H 3.119 0.837 -3.195
N -0.454 0.959 0.660
H -2.865 -1.440 -1.384
C -1.521 2.862 2.276
C 1.049 2.488 -0.493
P -0.620 -2.175 1.714
P 1.108 1.251 -1.898
H -2.829 -1.042 2.119
H 2.978 2.588 -2.828
O -1.919 -1.267 -1.051
H -0.661 -1.512 -4.140
C 0.178 2.232 -3.135
O 3.577 -1.230 0.360
H -2.461 -3.664 1.379
Cl 3.013 -2.502 -0.012
C -0.510 3.173 1.381
O 1.763 -2.189 -0.923
C -1.586 -3.609 2.027
H 3.513 1.438 -1.565
H 1.241 -2.110 3.098
C -0.003 2.224 0.531
O 3.900 -3.283 -0.821
C -1.922 -0.826 1.542
H 0.254 -0.594 3.321
H -0.868 2.351 -2.814
H -1.944 3.595 2.921
H -1.858 -3.559 3.078
O -0.968 -0.592 -3.746
C -1.452 0.630 1.532
Tm 0.021 -0.948 -0.438
C 0.228 -1.688 3.207
H -0.105 4.162 1.306
H -0.909 -4.437 1.827
C -2.040 1.590 2.341
H -0.249 -0.447 -2.703
H 0.622 3.238 -3.220
H -2.828 1.231 3.004
H 0.887 3.506 -0.875
H 0.195 1.783 -4.144
H -0.356 -2.176 3.998

The following is a DFT calculation (ωB97M-V/def2-TZVPD) of a 13-piece molecular cluster, C39H64O39 overall at a distorted geometry.

Properties
lowest unoccupied orbital energy	-0.1	eV
highest occupied orbital energy	-10.62	eV
E_tot	-121326.14276	eV
charge	0

Geometry (Å):
C -0.622 1.023 0.430
C -3.506 -7.466 1.685
C -4.721 -0.497 -2.963
H -2.166 -3.353 -3.261
C 7.126 3.513 -2.588
O 1.935 6.553 -6.795
H -4.503 -0.379 -4.025
H 2.423 -5.715 4.168
O 4.001 7.648 4.866
H 2.866 -6.665 2.812
H -1.808 8.015 -0.579
O -3.510 -5.004 -3.355
O 0.067 -0.466 -6.815
O -3.350 -7.052 5.158
C -6.333 -1.716 -1.589
C 0.355 -1.230 -7.832
C 4.087 -4.088 -3.688
C -4.414 -6.166 5.443
O -0.382 -2.171 -8.222
O -6.262 -0.240 7.682
C -7.609 -0.600 7.417
C 2.341 6.321 -5.484
O 6.242 -1.874 -5.100
C -1.721 -0.723 1.618
O 4.444 -5.898 3.871
O 1.788 2.985 5.730
C 0.473 3.079 5.901
H -2.370 -1.242 0.913
H 5.231 6.560 2.247
O -3.663 8.539 1.969
H -6.635 -5.882 -5.579
C 2.101 -1.795 -9.370
O -4.056 -5.501 -5.497
C -2.920 -7.378 3.942
H 0.416 0.887 -5.388
H 5.534 8.338 3.545
O -7.274 -2.643 -1.812
H 9.989 3.705 -2.402
O 4.264 -8.129 4.364
C 1.459 7.840 -6.980
H -3.778 9.148 0.098
C -4.303 -5.505 -4.324
H -7.615 -4.560 -1.000
C -3.212 7.240 2.095
O -4.377 0.331 6.422
H -2.127 -0.787 2.628
H -0.979 8.618 0.835
O -3.493 6.367 2.907
H 3.083 -4.828 2.794
C 0.190 3.670 7.337
C -2.241 -4.388 -3.593
H -0.016 3.812 5.258
C 2.937 7.244 4.154
O -2.288 7.019 1.169
C 4.752 6.340 3.201
C -7.741 -0.126 6.023
H 3.187 -1.815 -9.465
O 7.565 2.586 -3.504
C 2.314 2.977 7.017
O 8.149 3.764 -1.709
H 0.799 2.526 -1.127
H -8.708 -3.285 -0.594
C 3.657 -2.839 -2.983
C 6.833 -7.932 5.539
C 9.246 2.969 -2.094
O -5.835 -1.401 -2.761
H -1.447 -4.983 -3.142
H -4.503 -5.850 6.482
O -1.508 0.605 1.378
O -6.069 -1.248 -0.516
H 0.054 3.990 -0.677
H 5.130 5.404 3.612
H 9.524 2.719 -4.107
O -5.388 -6.051 -3.813
H -0.012 2.116 5.744
O 1.545 -0.924 -8.369
H 1.800 -0.019 -5.987
H 1.492 7.588 -3.976
H -7.232 -3.238 0.219
O 0.857 8.323 -7.987
H 3.176 8.079 -4.613
H -5.903 -7.418 -5.255
C 0.451 3.070 -0.249
H 5.878 7.138 4.792
H -5.369 -6.633 5.200
C -5.572 0.007 6.512
H -5.004 0.485 -2.582
H 2.609 -2.643 -3.207
C -6.330 -6.542 -4.767
H -4.098 -5.261 4.925
H 3.686 -2.759 -1.896
O 1.804 7.486 4.448
C 2.176 7.697 -4.818
C 3.145 -5.761 3.353
C -3.088 9.118 0.942
H -2.723 10.060 1.350
C -7.651 -3.499 -0.753
H 7.762 -7.589 5.995
H 3.352 -4.634 -4.281
O 1.436 3.309 7.960
H -8.496 -0.728 5.517
H 9.670 2.416 -1.255
O 4.901 -3.590 -4.707
O 6.228 -6.880 4.815
H 1.291 3.410 0.357
O 3.450 2.703 7.262
H -3.840 -0.753 -2.374
C 0.901 0.517 -6.292
C 4.930 -7.050 4.343
H -2.533 -7.180 1.286
H 1.832 -1.511 -10.387
H -0.812 -1.322 1.565
H -3.666 -8.544 1.649
H 6.144 -8.386 6.251
C 5.353 -2.429 -4.442
O -3.687 -6.998 2.998
O 0.129 0.315 -0.200
O -6.399 -0.104 5.470
H -4.246 -6.916 1.104
H 9.071 1.165 -3.224
C 5.117 7.496 4.098
H -0.052 4.728 7.235
H -7.256 -6.851 -4.282
H 1.672 5.592 -5.029
H 3.348 5.904 -5.450
C -1.919 8.186 0.491
H -7.967 0.936 5.924
H -2.030 -4.397 -4.663
O 4.531 -1.887 -3.517
H -7.919 -1.636 7.553
H 1.050 1.353 -6.975
H 4.671 -4.768 -3.069
O 3.403 6.375 3.208
C 8.915 2.237 -3.343
O 1.599 8.574 -5.883
H 1.764 -2.829 -9.295
O 5.935 3.794 -2.400
H 7.049 -8.737 4.837
H -0.692 3.175 7.744
O -0.506 2.367 0.518
O -1.913 -8.033 3.773
H -8.315 -0.140 8.108